Entry 1:
Computed, not measured: the molecule C10H12, with the ωB97M-V functional and the def2-TZVPD basis.

Element x y z (Å)
C (-0.7272, 0.1212, -1.4053)
C (0.0517, -0.3639, -2.2934)
C (1.4805, -0.9380, -2.0957)
C (1.6483, -2.2223, -1.3535)
C (1.7760, -1.9954, 0.1532)
C (0.8832, -1.3378, 0.9072)
C (0.1983, -0.7099, 1.8300)
C (-1.2738, -0.5590, 1.8892)
C (-2.0453, -0.5890, 0.5950)
C (-1.5418, 0.4404, -0.4084)
H (-0.2499, -0.3906, -3.3488)
H (1.8420, -1.1759, -3.1239)
H (2.1088, -0.2743, -1.5554)
H (0.8705, -2.9981, -1.7153)
H (2.6217, -2.4682, -1.6406)
H (2.7769, -2.0889, 0.5893)
H (0.6775, -0.4431, 2.6716)
H (-1.4923, 0.4217, 2.4237)
H (-1.7769, -1.3307, 2.4468)
H (-1.9095, -1.6541, 0.1614)
H (-3.1259, -0.4141, 0.7833)
H (-1.8525, 1.4510, -0.4823)

Atoms 1-2, force components in eV/Å:
-1.64 0.09 2.25
2.02 -0.99 -1.62

Output
ΔE to the lowest compared entry with this formula, charge and spin = 128.8 kcal/mol

Entry 2:
Computed, not measured: a structure of composition C10H12AlBrCl6OP, with the ωB97M-V functional and the def2-TZVPD basis.

Element x y z (Å)
C (4.0689, 1.3181, 0.0747)
C (3.1836, 1.7780, -1.0682)
Cl (2.1805, 3.1762, -0.5240)
C (2.2152, 0.7505, -1.6407)
Cl (3.2288, -0.5757, -2.3594)
Al (0.7985, 0.0116, -0.3576)
C (-0.9281, 1.0222, -0.5206)
C (-1.1841, 2.0048, -1.4878)
C (-2.3899, 2.6924, -1.5422)
C (-3.4078, 2.4114, -0.6353)
C (-3.1872, 1.4485, 0.3432)
C (-1.9728, 0.7783, 0.3886)
P (0.4165, -2.2601, -1.0768)
O (-1.0795, -2.5976, -0.4307)
Br (1.7845, -3.2597, 0.4805)
H (3.4593, 1.0431, 0.9372)
H (4.7505, 2.1212, 0.3630)
H (4.6492, 0.4483, -0.2369)
H (3.8067, 2.1905, -1.8681)
H (1.7527, 1.2080, -2.5206)
H (1.3196, 0.0313, 1.1661)
H (-0.4130, 2.2611, -2.2094)
H (-2.5389, 3.4585, -2.2979)
H (-4.3467, 2.9532, -0.6741)
H (-3.9594, 1.2332, 1.0752)
H (-1.8184, 0.0535, 1.1882)
H (-1.3030, -2.0407, 0.3241)
C (-1.8128, -4.7358, 3.0101)
Cl (-1.5909, -5.2831, 1.3630)
Cl (-0.3528, -5.0533, 3.9526)
Cl (-2.1476, -2.9983, 3.0289)
Cl (-3.1817, -5.5895, 3.7549)

Atoms 1-2, force components in eV/Å:
-0.17 0.04 0.10
0.35 -0.07 -0.29

Output
ΔE to the lowest compared entry with this formula, charge and spin = 0.0 kcal/mol
Total charge = -1

Entry 3:
Computed, not measured: a structure of composition C10H12AuNO4SSi, with the ωB97M-V functional and the def2-TZVPD basis.

Element x y z (Å)
Au (1.4990, -0.6086, -2.9024)
C (0.4669, 0.2184, 2.8335)
Si (-0.7962, 1.2014, 1.8709)
C (-0.2397, 2.9614, 1.5877)
C (-2.4330, 1.2082, 2.7881)
C (-1.1130, 0.3603, 0.2041)
C (-2.3499, -0.1859, -0.0947)
C (-2.6067, -0.8313, -1.3054)
C (-1.5846, -0.9126, -2.2167)
N (-0.3802, -0.3833, -1.9680)
C (-0.1041, 0.2341, -0.7832)
S (1.5308, 0.7732, -0.6240)
H (0.6286, 0.6681, 3.8168)
H (1.4204, 0.1954, 2.3067)
H (0.1322, -0.8101, 2.9853)
H (-0.1387, 3.4889, 2.5400)
H (-0.9645, 3.5042, 0.9769)
H (0.7222, 2.9891, 1.0777)
H (-2.3145, 1.7087, 3.7519)
H (-2.7958, 0.1975, 2.9878)
H (-3.2041, 1.7460, 2.2321)
H (-3.1493, -0.1197, 0.6344)
H (-3.5741, -1.2571, -1.5290)
H (-1.7049, -1.3901, -3.1794)
O (5.4923, -1.7109, -3.7350)
C (4.4518, -1.2274, -3.8265)
O (3.4614, -0.6382, -4.0263)
C (3.2216, -3.7826, -2.1422)
O (4.2678, -4.2784, -2.1303)
O (2.1583, -3.3188, -2.1308)

Atoms 1-2, force components in eV/Å:
-0.07 0.45 -0.11
-0.01 0.04 0.11

Output
ΔE to the lowest compared entry with this formula, charge and spin = 0.0 kcal/mol

Results for HOMO level: -7.11 -4.42 -7.36 (in eV, following the order of the records).
Results for max |F|: 4.139 0.464 1.149 (in eV/Å, following the order of the records).
Results for gap between HOMO and LUMO: 6.98 6.66 7.08 (in eV, following the order of the records).